No. 1
C6H14N2 | wB97M-V/def2-TZVPD

Structure (XYZ):
```
22
C6H14N2 | the Open Molecules 2025 dataset | wB97M-V/def2-TZVPD
C -0.11479 -1.70043 -0.19391
C -0.51311 -0.50162 -0.88189
C -1.93763 0.00484 -0.80325
C 0.19435 1.32963 1.20177
C 0.75248 0.74246 -0.08853
N -0.69061 -2.11925 0.97750
N 1.69502 -0.40435 0.29541
C 1.21412 1.66137 -1.02285
H 0.47188 -2.45748 -0.69479
H -0.18241 -0.53695 -1.91751
H 2.37730 -0.54157 -0.44422
H -1.21118 -1.43158 1.49915
H -0.13876 -2.72535 1.56016
H 2.19585 -0.28223 1.17497
H -2.59330 -0.50532 -1.50576
H -1.93224 1.06496 -1.06084
H -2.36403 -0.07848 0.19754
H 0.97720 1.84445 1.75798
H -0.60507 2.03540 0.98821
H -0.20982 0.55148 1.85313
H 1.57668 1.33247 -1.98694
H 1.03807 2.71755 -0.90531
```

The calculation puts the total energy at -346.38062 hartree. Its largest force on an atom is 1.8 eV/A. As for the HOMO-LUMO gap (spin up / spin down): 6.67 / 6.77 eV. For the LUMO energy (spin up / spin down), the calculation gives 0.7 / 0.7 eV.


No. 2
C6H14N2 | wB97M-V/def2-TZVPD

Structure (XYZ):
```
22
C6H14N2 | the Open Molecules 2025 dataset | wB97M-V/def2-TZVPD
C 1.45406 -1.24244 -0.13441
C 1.21731 2.49442 -0.57211
C -1.47840 -1.63494 -0.17516
C -0.28131 -0.72006 1.82926
N 0.96880 1.09628 -0.26793
C -0.23590 0.60608 -0.30089
C -0.34479 -0.74683 0.30763
N -1.24697 1.17210 -1.02960
H -2.05595 0.61953 -1.26563
H -1.02569 1.89325 -1.70086
H 2.20862 2.76165 -0.19653
H 1.41815 -1.46977 -1.19716
H 2.37136 -0.73573 0.16368
H 1.45769 -2.13687 0.49032
H 0.49180 3.17393 -0.10865
H 1.21706 2.66708 -1.65514
H -1.37235 -2.64989 0.22347
H -2.46391 -1.27335 0.15945
H -0.09147 -1.72162 2.23670
H 0.52178 -0.07580 2.19699
H -1.22891 -0.37059 2.26309
H -1.50099 -1.70644 -1.26652
```

The calculation puts the total energy at -346.44511 hartree. Its largest force on an atom is 3.8 eV/A. As for the HOMO-LUMO gap: 9.08 eV. For the LUMO energy, the calculation gives 0.8 eV.


No. 3
C6H14N2 | wB97M-V/def2-TZVPD

Structure (XYZ):
```
22
C6H14N2 | the Open Molecules 2025 dataset | wB97M-V/def2-TZVPD
C -0.78811 0.45019 0.35333
C -1.95796 -1.01144 0.52278
C 1.26012 2.47443 -0.76054
C -1.36056 -2.17283 1.28717
N 1.19199 1.08949 -0.33746
C -0.08282 -0.21902 -0.65822
N 2.33829 0.58963 0.32590
C 0.09995 -1.10828 -1.60355
H 3.18127 0.72112 -0.23691
H 2.48911 1.08429 1.20952
H -1.43466 1.26282 0.03737
H -0.36290 0.48768 1.35170
H -2.42564 -1.30623 -0.41729
H -2.72219 -0.49756 1.10853
H 2.13526 2.65858 -1.40614
H 0.36754 2.73346 -1.34057
H 1.33318 3.16393 0.09766
H -0.63078 -1.88228 -1.81277
H 0.99978 -1.07547 -2.20636
H -0.67189 -2.75884 0.67458
H -2.14196 -2.85576 1.63938
H -0.81700 -1.82790 2.17190
```

The calculation puts the total energy at -346.30298 hartree. Its largest force on an atom is 7.3 eV/A. As for the HOMO-LUMO gap: 8.20 eV. For the LUMO energy, the calculation gives 1.0 eV.


No. 4
C6H14N2 | wB97M-V/def2-TZVPD

Structure (XYZ):
```
22
C6H14N2 | the Open Molecules 2025 dataset | wB97M-V/def2-TZVPD
C -0.80782 0.08686 -1.71909
C -1.11151 -1.19143 -1.99898
C -0.15050 -2.29454 -2.44457
C -1.75520 1.14317 -1.16330
H 0.21914 0.48180 -1.96089
H -2.18214 -1.39701 -1.95327
H -0.34016 -3.27558 -1.92585
H -0.13879 -2.50272 -3.53925
H 0.86453 -1.95774 -2.24238
H -2.81667 0.88882 -1.32786
H -1.51404 2.10761 -1.61900
H -1.45254 1.22466 -0.13351
C 0.42890 0.52556 2.36498
C 1.66771 0.97534 1.98982
N 2.35126 2.10312 2.52734
N -0.06014 -0.74124 1.90438
H -0.18982 1.02287 3.12884
H 2.23690 0.39120 1.26237
H 2.96362 2.51924 1.82234
H 2.97084 1.81422 3.31208
H -0.65927 -0.66139 1.08075
H -0.52429 -1.26281 2.63504
```

The calculation puts the total energy at -346.45020 hartree. Its largest force on an atom is 1.8 eV/A. As for the SMILES: C/C=C/C.N/C=C/N. As for the HOMO-LUMO gap: 9.55 eV. For the LUMO energy, the calculation gives 1.1 eV.


No. 5
C6H14N2 | wB97M-V/def2-TZVPD

Structure (XYZ):
```
22
C6H14N2 | the Open Molecules 2025 dataset | wB97M-V/def2-TZVPD
C -1.49064 -1.41085 -1.18797
C -1.55335 -0.32857 -0.01810
C -0.34896 0.86282 -0.05519
C -1.11610 2.04942 -0.18099
C 0.94355 0.58400 -0.23416
C 1.81445 -0.48386 0.45218
H -3.05040 -1.47791 -1.62881
H -0.84848 -0.78851 -2.24001
H -0.78851 -2.53399 -0.95029
H -2.58135 0.17162 0.22130
H -1.06416 -0.27785 2.04646
H -1.02583 -1.94651 1.54202
H -2.18865 2.01485 0.50764
H -1.20353 2.36645 -1.45555
H -0.41648 3.21580 0.56639
H 1.55548 1.46268 -0.04754
H 1.57085 -1.59785 0.27475
H 1.69478 -0.10287 1.48552
H 3.72261 0.54539 0.01051
H 2.78732 -0.28868 -1.14745
N -1.48537 -0.84064 1.37720
N 3.24861 -0.35941 -0.21141
```

The calculation puts the total energy at -346.12493 hartree. Its largest force on an atom is 7.2 eV/A. As for the HOMO-LUMO gap: 9.08 eV. For the LUMO energy, the calculation gives 0.4 eV.


No. 6
C6H14N2O | wB97M-V/def2-TZVPD

Structure (XYZ):
```
23
C6H14N2O | the Open Molecules 2025 dataset | wB97M-V/def2-TZVPD
C -1.96833 1.20048 0.16885
C 1.62271 1.32464 0.10190
C 0.22143 0.05008 1.75780
C 0.43956 0.39125 0.29202
N -0.73626 0.77667 -0.44574
H -2.44383 0.41543 0.77247
H -1.77385 2.06739 0.79826
H -2.65678 1.48665 -0.62559
H 2.53048 0.85103 0.46632
H 1.45621 2.24115 0.66746
H 1.73394 1.55718 -0.95174
H -0.02388 0.94995 2.31955
H -0.59183 -0.66384 1.87586
H 1.13210 -0.37456 2.17312
C 0.78632 -2.17763 -0.29724
C -0.70476 -0.44245 -1.26321
O -0.75290 -0.21788 -2.62543
N 0.58647 -0.83037 -0.75094
H 0.08907 0.18106 -2.88065
H -1.54711 -1.12439 -1.03258
H 1.08684 -2.79856 -1.14128
H -0.08282 -2.65337 0.18368
H 1.59723 -2.20991 0.43710
```

The calculation puts the total energy at -421.72684 hartree. Its largest force on an atom is 2.5 eV/A. As for the SMILES: CN1C(O)N(C)C1(C)C. As for the HOMO-LUMO gap: 9.44 eV. For the LUMO energy, the calculation gives 0.9 eV.


No. 7
C6H14N2O | wB97M-V/def2-TZVPD

Structure (XYZ):
```
23
C6H14N2O | the Open Molecules 2025 dataset | wB97M-V/def2-TZVPD
C 0.13847 1.03200 -0.07011
C 0.34817 1.80608 -1.36709
C 1.16699 1.33650 1.01043
C 1.10408 -0.83904 -0.66267
C -0.98726 -1.61279 2.04630
C -1.19726 -1.18480 -0.33588
N -1.65169 -0.98066 -1.56544
O -1.07339 0.88386 0.31219
N -1.33089 -1.81801 0.66790
H -0.94471 -0.70054 -2.22877
H -2.47551 -0.38988 -1.58469
H 0.02490 2.83664 -1.18257
H -0.28597 1.41485 -2.16363
H 1.38413 1.81933 -1.70424
H 2.19644 1.29593 0.65553
H 1.04637 0.65533 1.85071
H 0.96351 2.35128 1.37046
H 0.88559 -1.62639 -1.39525
H 1.42558 -1.31881 0.26166
H 1.93920 -0.27097 -1.07314
H 0.07285 -1.83264 2.18834
H -1.17698 -0.56946 2.30204
H -1.57263 -2.28782 2.66792
```

The calculation puts the total energy at -421.60437 hartree. Its largest force on an atom is 0.6 eV/A. As for the HOMO-LUMO gap: 8.04 eV. For the LUMO energy, the calculation gives 0.6 eV.


No. 8
C6H14N2O | wB97M-V/def2-TZVPD

Structure (XYZ):
```
23
C6H14N2O | the Open Molecules 2025 dataset | wB97M-V/def2-TZVPD
C -1.56834 0.17696 0.60511
N -2.59313 1.15177 0.29468
N -1.02503 0.37051 1.94703
H -2.16362 2.07090 0.23361
H -0.49396 1.23749 1.95670
H -3.26669 1.18197 1.05180
H -0.36972 -0.36998 2.17589
H -2.02583 -0.81857 0.57146
H 0.31734 -0.53932 -0.24405
C -1.00568 0.00596 -1.89444
C 2.69798 0.19641 -0.04310
C -0.48270 0.26146 -0.49076
C 2.16166 -0.99787 0.15974
C 1.99379 -2.25514 0.45447
O 0.19140 1.46919 -0.36646
H -1.75958 0.75066 -2.14102
H -0.19478 0.05164 -2.62108
H -1.47439 -0.97368 -1.95095
H 1.06166 1.37582 -0.90686
H 2.62445 0.94847 0.72795
H 3.54597 0.31106 -0.70231
H 1.16393 -2.82880 0.06260
H 2.66527 -2.77690 1.11999
```

The calculation puts the total energy at -421.67130 hartree. Its largest force on an atom is 2.6 eV/A. As for the SMILES: C[C@@H](O)C(N)N.C=C=C. As for the HOMO-LUMO gap: 9.93 eV. For the LUMO energy, the calculation gives 0.8 eV.


No. 9
C6H14N2O | wB97M-V/def2-TZVPD

Structure (XYZ):
```
23
C6H14N2O | the Open Molecules 2025 dataset | wB97M-V/def2-TZVPD
C -2.05249 0.86600 0.76164
C -0.87622 -0.41283 -1.56696
C -1.43976 0.23079 1.85011
N -0.84543 0.87652 -0.86457
H -1.23989 1.59559 -1.46730
H -2.87675 0.37633 0.24885
H -2.19066 1.94069 0.82581
H -0.61421 -1.19083 -0.85219
H -1.88311 -0.58561 -1.94411
H -0.16715 -0.44053 -2.39859
H -1.69793 -0.80369 2.04385
H 0.30564 0.20743 1.21841
H -1.23250 0.83623 2.72487
C 1.84445 -0.69719 0.09274
C 0.55966 1.29151 -0.48345
C 2.05037 -1.77410 0.86381
O 2.36190 -0.59640 -1.18322
N 1.10610 0.39643 0.47653
H 2.97382 -1.32884 -1.31682
H 1.19286 1.35987 -1.37426
H 0.44376 2.28257 -0.03352
H 1.59794 -1.84201 1.83794
H 2.67959 -2.58793 0.54044
```

The calculation puts the total energy at -421.64257 hartree. Its largest force on an atom is 2.6 eV/A. As for the SMILES: C=C(O)NCNC.C=C. As for the HOMO-LUMO gap: 8.03 eV. For the LUMO energy, the calculation gives 0.7 eV.


No. 10
C6H14N2O | wB97M-V/def2-TZVPD

Structure (XYZ):
```
23
C6H14N2O | the Open Molecules 2025 dataset | wB97M-V/def2-TZVPD
C 1.03539 0.90239 1.09534
C -1.73168 1.28482 -0.49167
C 1.21464 0.02601 2.31773
C -1.30677 0.07392 0.28229
O -1.80749 -0.33967 1.30492
H 1.98131 1.35168 0.78726
H 0.34594 1.72641 1.28235
H -2.12421 1.99222 0.23748
H -0.92229 1.72552 -1.07123
H -2.54048 1.00993 -1.17494
H 0.24468 -0.27836 2.72154
H 1.78667 -0.88734 2.10703
H 1.75558 0.53821 3.12036
C -0.89486 -1.48469 -1.71819
N -0.37132 -0.89439 -0.46312
C 1.12542 -0.21217 -0.63924
N 1.37164 0.33203 -1.77475
H -0.14230 -1.42689 0.37659
H 2.36320 0.32505 -1.99498
H 1.76415 -0.93147 -0.11704
H -1.98233 -1.53310 -1.64101
H -0.52239 -2.46780 -1.99854
H -0.64249 -0.83231 -2.54818
```

The calculation puts the total energy at -421.61435 hartree. Its largest force on an atom is 2.2 eV/A. As for the HOMO-LUMO gap: 7.60 eV. For the LUMO energy, the calculation gives 0.7 eV.


No. 11
C6H14N2O2 | wB97M-V/def2-TZVPD

Structure (XYZ):
```
24
C6H14N2O2 | the Open Molecules 2025 dataset | wB97M-V/def2-TZVPD
C 0.75092 -0.36493 2.12631
C 0.80241 -0.96248 -0.45351
C -1.32177 -0.32600 0.55877
C 1.43383 1.75925 -0.44726
C 0.16756 -0.07756 0.61226
C 0.41050 1.38463 0.35327
N -0.45209 -0.08080 -2.79063
N -0.22521 2.35419 1.00691
O -1.84863 -0.53792 -3.31725
O -1.20597 2.23984 1.93935
H 0.55782 -1.39356 2.35575
H 1.78939 -0.06379 2.31443
H 0.11392 0.32541 2.71191
H 0.30612 -0.74236 -1.54129
H 0.51646 -2.00570 -0.24572
H 1.88035 -0.87615 -0.58834
H -1.55778 -0.30144 -0.59791
H -1.79925 0.40007 1.15594
H -1.63264 -1.31837 0.95407
H 2.22388 1.20412 -0.97441
H -1.97837 -1.41786 -3.63513
H 1.54395 2.83145 -0.66037
H -0.77471 0.65287 -2.10751
H -0.03074 3.41575 0.89472
```

The charge is -2. The calculation puts the total energy at -496.67610 hartree. Its largest force on an atom is 3.0 eV/A. As for the HOMO-LUMO gap: 4.57 eV. For the LUMO energy, the calculation gives 6.5 eV.


No. 12
C6H14N2O2 | wB97M-V/def2-TZVPD

Structure (XYZ):
```
24
C6H14N2O2 | the Open Molecules 2025 dataset | wB97M-V/def2-TZVPD
C 0.92180 -0.98255 2.44953
C 2.54045 -0.83086 -0.93447
C 1.31026 -0.24051 1.10666
O 1.40687 0.94018 0.94106
N 1.89640 -1.18762 0.25617
H 1.94340 -1.50763 2.83996
H 1.64882 -2.24474 0.18915
H 3.62778 -0.94278 -0.74573
H 0.79224 -0.16308 3.15002
H 0.08379 -1.67316 2.51944
H 2.51098 -1.74125 -1.65429
H 2.21701 0.15353 -1.42069
C -1.45413 2.74365 -1.16247
C -1.91212 -0.91988 -0.30436
C -2.30587 0.41768 -0.80026
O -3.46857 0.53090 -1.18666
N -1.31696 1.40627 -0.65768
H -0.58654 1.19721 0.12078
H -1.97023 2.77364 -2.13104
H -1.70009 -1.15905 0.74437
H -1.05494 -1.39525 -0.89542
H -1.93585 3.36718 -0.39819
H -0.46393 3.09815 -1.39851
H -2.73058 -1.64001 -0.62738
```

The calculation puts the total energy at -496.97056 hartree. Its largest force on an atom is 4.8 eV/A. As for the SMILES: CNC(C)=O.CNC(C)=O. As for the HOMO-LUMO gap: 9.79 eV. For the LUMO energy, the calculation gives 0.5 eV.